No. 1
# C7H15N

2 unconnected molecules or ions with the total composition C7H15N at a distorted geometry (the ωB97M-V functional and the def2-TZVPD basis, the Open Molecules 2025 dataset).

Geometry as XYZ:
```
23
Properties=species:S:1:pos:R:3:nbo_charge:R:1
H 0.10 2.50 0.42 0.33
N -0.25 2.17 -0.48 -0.69
C -0.19 0.90 -0.62 0.35
C -0.69 0.37 -1.95 -0.69
C 1.22 0.09 -0.17 -0.27
C 1.73 0.62 1.16 -0.62
C 1.03 -1.38 -0.19 -0.61
H -1.55 0.97 -2.27 0.23
H -1.00 -0.67 -1.87 0.21
H 0.09 0.44 -2.71 0.23
H 1.87 0.41 -0.99 0.22
H 1.02 0.40 1.96 0.20
H 1.90 1.69 1.13 0.21
H 2.67 0.13 1.43 0.22
H -0.06 -1.58 0.26 0.23
H 1.03 -1.82 -1.18 0.21
H 1.67 -1.93 0.49 0.21
C -1.66 0.15 0.81 -0.41
C -1.59 -1.23 0.88 -0.42
H -2.45 0.59 0.21 0.22
H -1.39 0.72 1.68 0.21
H -2.19 -1.83 0.21 0.21
H -1.31 -1.72 1.81 0.21
```

The HOMO-LUMO gap comes out at 8.75 eV. The value obtained for the total energy is -8989.02761 eV. The HOMO energy comes out at -8.47 eV.

No. 2
# C7H15N

C7H15N in the gas phase at a distorted geometry (the ωB97M-V functional and the def2-TZVPD basis, the Open Molecules 2025 dataset).

Geometry as XYZ:
```
23
Properties=species:S:1:pos:R:3:nbo_charge:R:1
C -2.46 0.06 -1.03 -0.66
C -1.39 -0.19 0.01 0.20
N -1.81 -1.03 1.04 -0.82
C -0.16 0.40 -0.09 -0.10
C 0.08 1.62 -0.95 -0.63
C 1.03 -0.20 0.65 -0.23
C 2.34 0.60 0.58 -0.61
C 1.33 -1.65 0.24 -0.60
H -3.20 -0.74 -1.04 0.22
H -2.03 0.09 -2.04 0.22
H -2.99 1.00 -0.83 0.21
H -2.80 -0.94 1.25 0.37
H -1.25 -0.93 1.89 0.37
H -0.84 2.05 -1.35 0.21
H 0.73 1.38 -1.80 0.20
H 0.55 2.41 -0.36 0.21
H 0.62 -0.25 1.71 0.18
H 2.71 0.65 -0.44 0.21
H 3.11 0.12 1.19 0.21
H 2.21 1.62 0.96 0.21
H 1.58 -1.70 -0.83 0.20
H 2.18 -2.05 0.80 0.20
H 0.48 -2.32 0.43 0.22
```

The HOMO-LUMO gap comes out at 8.35 eV. The value obtained for the total energy is -8991.87926 eV. The HOMO energy comes out at -7.31 eV.

No. 3
# C7H15N2

A gas-phase ion, C7H15N2 (charge +1) at a distorted geometry (the ωB97M-V functional and the def2-TZVPD basis, the Open Molecules 2025 dataset).

Geometry as XYZ:
```
24
Properties=species:S:1:pos:R:3:nbo_charge:R:1
C -0.68 -1.53 1.24 -0.67
C -0.41 -0.67 0.03 0.30
C -0.46 -1.47 -1.22 -0.68
N -1.95 0.26 0.07 -0.58
C -1.54 1.50 0.10 0.37
N -0.28 1.71 -0.10 -0.53
C 0.62 0.53 -0.05 0.07
C 1.43 0.67 1.19 -0.64
C 1.56 0.64 -1.26 -0.63
H 0.01 -2.50 1.19 0.25
H -1.66 -1.87 1.10 0.23
H -0.65 -1.13 2.36 0.25
H 0.45 -1.33 -1.68 0.24
H -1.22 -1.04 -1.93 0.25
H -0.79 -2.50 -1.11 0.25
H -2.86 -0.12 0.14 0.43
H -2.45 2.26 0.07 0.26
H 0.27 2.51 0.02 0.44
H 2.27 1.31 1.07 0.24
H 1.96 -0.25 1.48 0.25
H 0.93 0.93 2.05 0.23
H 2.26 1.39 -1.08 0.23
H 1.08 0.95 -2.19 0.24
H 2.11 -0.24 -1.51 0.24
```

The charge is +1. The HOMO-LUMO gap comes out at 11.61 eV. The value obtained for the total energy is -10474.66022 eV. The HOMO energy comes out at -14.35 eV.